54
Properties=species:S:1:pos:R:3:forces:R:3:nbo_charge:R:1 method="wB97M-V/def2-TZVPD" largest_force_ev_per_a=2.55 e_above_lowest_kj_mol=406.98 e_lumo_ev=0.700 charge=0 smiles=CCO.CCO.CCO.CCO.CCO.CCO homo_lumo_gap_ev=10.7 total_energy_ev=-25308.98337
O 11.078641 -8.803940 11.591710 -0.5 0.2 -0.6 -0.712
O 11.811116 0.167107 15.895694 0.2 0.6 -0.1 -0.732
O 4.626882 -10.013153 22.072655 2.0 1.6 0.1 -0.729
O -3.919649 -3.654201 8.132612 0.3 1.1 1.5 -0.735
O -1.173882 -13.308377 12.921889 -1.0 -0.2 0.7 -0.715
O 4.975806 -7.538587 12.972086 -0.5 -0.4 -0.3 -0.725
C 0.198413 -13.418042 12.722096 0.5 0.2 -0.7 -0.067
C -3.194581 -4.179276 7.032706 -2.3 -0.7 0.3 -0.059
C 0.476939 -12.760979 11.419044 0.7 0.1 -1.1 -0.614
C 3.049383 -6.137569 13.517643 0.4 -0.2 0.6 -0.644
C 11.122582 -2.015393 15.706070 -0.2 -1.6 0.7 -0.636
C 12.334783 -1.163846 16.020821 -1.4 0.9 -1.3 -0.072
C 11.886355 -10.567173 13.025953 -0.3 0.6 -0.9 -0.631
C -2.182106 -5.183560 7.491576 0.1 -0.1 -1.3 -0.634
C 12.249174 -9.368749 12.095185 0.6 -1.1 1.4 -0.055
C 3.833929 -11.289084 20.106989 -0.4 -0.1 0.6 -0.639
C 3.826825 -11.046732 21.659233 -1.6 -0.8 -0.7 -0.055
C 4.145993 -6.485962 12.485164 -0.1 0.8 1.2 -0.059
H -2.589681 -6.118368 7.876438 -0.2 0.5 0.9 0.218
H 2.773240 -5.088159 13.414745 -0.3 -0.1 -0.1 0.211
H 3.347361 -12.236981 19.877080 0.2 -0.3 0.3 0.208
H 10.659686 -1.962069 14.720678 0.1 1.4 0.0 0.223
H 11.323604 -11.275774 12.418245 0.3 -0.2 -0.2 0.210
H 1.558344 -12.741751 11.283746 0.1 0.4 -0.1 0.205
H 12.353739 0.750049 16.431738 0.0 0.1 -0.1 0.462
H 5.880448 -7.360673 12.704552 -0.1 -0.1 -0.1 0.471
H 4.824636 -11.296990 19.652524 0.1 -0.1 0.4 0.214
H 2.173602 -6.777538 13.625010 -0.2 -0.1 -1.1 0.212
H 3.396758 -6.266372 14.542746 0.8 0.4 0.0 0.218
H 11.169837 -10.343748 13.816382 0.3 0.5 0.2 0.214
H 12.833150 -8.588139 12.582745 0.1 0.0 0.5 0.149
H 4.000026 -11.961166 22.226604 0.5 -0.3 -0.3 0.156
H 11.387114 -8.178984 10.931490 -0.4 0.2 -0.2 0.465
H 0.116431 -13.350939 10.576398 -0.3 0.0 0.1 0.204
H -4.833192 -3.515488 7.872241 0.2 0.1 0.0 0.465
H 2.851493 -10.731045 22.029571 -0.8 -0.4 -0.7 0.157
H 0.785400 -12.888014 13.472176 0.0 -0.2 0.5 0.154
H 10.388608 -1.870410 16.498755 -0.2 -0.1 -0.3 0.212
H 13.043135 -1.339334 15.211170 0.7 0.0 0.5 0.163
H -1.389973 -13.761593 13.740112 -0.2 0.0 0.1 0.465
H 5.144177 -10.209811 22.857101 -0.1 -0.2 -0.1 0.475
H -1.773565 -5.571185 6.558333 0.8 0.3 -0.1 0.210
H 0.514104 -14.455410 12.611181 0.1 -0.2 0.5 0.154
H 3.704300 -6.628094 11.498859 0.1 -0.6 -0.1 0.161
H -1.440306 -4.662213 8.096573 0.1 -0.6 0.1 0.218
H -4.067370 -4.644017 6.574080 0.9 -0.7 -1.5 0.158
H 12.771248 -11.058521 13.430500 0.0 0.1 0.0 0.211
H 0.058761 -11.756011 11.362041 0.1 0.0 0.1 0.213
H 11.329132 -3.082178 15.620024 0.5 -0.3 0.8 0.207
H 12.907981 -9.748161 11.314091 -0.1 -0.2 -0.3 0.149
H -2.787226 -3.396126 6.393293 0.2 0.0 0.1 0.160
H 12.718171 -1.176032 17.041101 0.2 -1.1 -0.2 0.173
H 4.799018 -5.616665 12.407844 -0.2 0.3 -0.1 0.155
H 3.231882 -10.609264 19.504110 0.1 0.6 0.5 0.212